Below is 2 unconnected molecules or ions with the total composition CHCl2O2S at a distorted geometry, with properties calculated with wB97M-V/def2-TZVPD.

Summary:
Calculated total energy (eV): -41027.5954
HOMO-LUMO gap (spin up / spin down) (eV): 5.343 / 5.346
HOMO (spin up / spin down) (hartree): -0.1000 / -0.1001
Total charge: -1

Each atom is followed by the atoms it is bonded to, with distances in Å.
CARTESIAN COORDINATES (ANGSTROEM)
1 Cl -0.715 0.080 -0.213  C6 1.793
2 Cl -1.938 -2.515 -1.027  C6 1.862
3 S 1.769 1.455 -0.416  O4 1.478, O5 1.444
4 O 2.449 1.396 0.895  S3 1.478
5 O 1.034 2.677 -0.649  S3 1.444
6 C -1.631 -1.340 0.384  Cl1 1.793, Cl2 1.862, H7 1.011
7 H -0.967 -1.753 1.025  C6 1.011

Taken from the Mulliken analysis, the atomic charges in e are: Cl -0.20; Cl -0.30; S 0.65; O -0.45; O -0.41; C -0.31; H 0.03